Entry 1:
9 unconnected molecules or ions with the total composition C27H81O36P9, computed with ωB97M-V/def2-TZVPD.

CARTESIAN COORDINATES (ANGSTROEM)
C (-0.633689, -4.130811, -7.329857)
O (0.301212, -4.303524, -8.378726)
P (0.563732, -2.984479, -9.329301)
O (-0.609136, -2.104082, -9.623480)
O (1.898987, -2.301463, -8.672995)
C (1.780172, -1.384315, -7.582107)
O (1.270763, -3.635584, -10.655692)
C (0.510945, -4.594687, -11.447073)
H (-0.082707, -4.403389, -6.429733)
H (-1.426851, -4.878433, -7.322981)
H (-1.033542, -3.124621, -7.204127)
H (2.204940, -1.864790, -6.700723)
H (0.751613, -1.161139, -7.298656)
H (2.228143, -0.400797, -7.723900)
H (-0.416326, -4.958143, -11.004199)
H (1.043726, -5.492394, -11.760759)
H (0.258319, -4.126401, -12.398387)
C (-11.826343, -8.642135, 8.260189)
O (-10.640180, -8.372740, 7.562943)
P (-9.786041, -7.040460, 7.626120)
O (-9.130676, -6.774393, 8.963008)
O (-10.944255, -5.920895, 7.141970)
C (-10.547549, -4.583939, 7.020449)
O (-8.811048, -7.181614, 6.385596)
C (-7.541826, -6.464081, 6.320874)
H (-11.627618, -9.433265, 8.983179)
H (-12.621661, -8.998966, 7.605789)
H (-12.313113, -7.821277, 8.786834)
H (-11.399476, -3.957317, 6.756529)
H (-9.694730, -4.396555, 6.367987)
H (-10.430612, -4.227573, 8.043890)
H (-6.731699, -7.096318, 6.684287)
H (-7.638553, -5.522919, 6.862125)
H (-7.476550, -6.153035, 5.278243)
C (-1.058885, 12.929821, 0.603172)
O (0.201136, 12.854303, -0.056908)
P (1.257235, 11.726089, 0.430525)
O (0.790093, 10.317834, 0.408188)
O (1.963172, 12.285921, 1.795563)
C (2.830129, 11.404063, 2.475934)
O (2.402671, 11.969338, -0.641998)
C (2.218043, 11.564511, -2.022338)
H (-1.750839, 13.496435, -0.019907)
H (-1.050613, 13.501210, 1.531369)
H (-1.483673, 11.926004, 0.604490)
H (2.910069, 11.689825, 3.524768)
H (3.820567, 11.330762, 2.026753)
H (2.543486, 10.352939, 2.508672)
H (1.529309, 10.756740, -2.269818)
H (3.164931, 11.259271, -2.467693)
H (1.979741, 12.471707, -2.577588)
C (-6.493631, -9.864920, -0.152413)
O (-6.463382, -8.461034, -0.133421)
P (-5.148499, -7.708958, -0.556469)
O (-4.679552, -8.021740, -1.933042)
O (-5.469770, -6.156708, -0.240304)
C (-6.418598, -5.421730, -0.941058)
O (-4.092886, -8.132732, 0.629372)
C (-2.853476, -7.386279, 0.756427)
H (-7.374251, -10.068304, -0.761704)
H (-6.643255, -10.323887, 0.824872)
H (-5.703047, -10.356359, -0.719472)
H (-7.204117, -5.036316, -0.291048)
H (-6.898903, -6.040783, -1.698800)
H (-5.932523, -4.595470, -1.459830)
H (-2.480809, -6.912472, -0.151709)
H (-2.024115, -7.984970, 1.133029)
H (-3.037132, -6.541452, 1.420237)
C (1.126466, 2.640230, 6.311447)
O (1.318209, 1.922761, 7.528750)
P (1.882682, 0.380307, 7.514031)
O (2.891896, 0.126255, 6.485989)
O (2.384873, 0.206010, 9.110098)
C (2.953534, 1.310428, 9.792355)
O (0.579989, -0.609759, 7.473627)
C (0.798011, -1.997684, 7.304030)
H (0.173700, 2.370123, 5.856061)
H (1.864251, 2.169495, 5.661696)
H (1.356263, 3.687721, 6.506526)
H (2.815614, 2.221587, 9.210221)
H (4.020253, 1.086965, 9.808686)
H (2.531169, 1.440367, 10.788761)
H (-0.038278, -2.367216, 6.710597)
H (0.845461, -2.398643, 8.316492)
H (1.722467, -2.143541, 6.745274)
C (8.496248, 2.815823, 1.292691)
O (9.524285, 2.810830, 0.305696)
P (9.016563, 3.245053, -1.160231)
O (7.813036, 2.444463, -1.634753)
O (8.837258, 4.883600, -1.082167)
C (7.867240, 5.545159, -1.895033)
O (10.333027, 3.180204, -2.128590)
C (11.440720, 2.320247, -1.789740)
H (8.817215, 3.343156, 2.191020)
H (8.248258, 1.807177, 1.623217)
H (7.580335, 3.342389, 1.024477)
H (8.195075, 6.408073, -2.474691)
H (7.022174, 5.846822, -1.276207)
H (7.392190, 4.846542, -2.583774)
H (11.236357, 1.566888, -1.028969)
H (12.331512, 2.896133, -1.538866)
H (11.711439, 1.839910, -2.729999)
C (11.108541, -9.438798, -3.129740)
O (11.648014, -8.164877, -2.756871)
P (10.683878, -6.999219, -2.133371)
O (9.758344, -7.416837, -1.031257)
O (11.709387, -5.806245, -1.774132)
C (12.845203, -6.141961, -0.927327)
O (9.844223, -6.367205, -3.440000)
C (9.032064, -5.164623, -3.309179)
H (11.327261, -9.659738, -4.174464)
H (10.021964, -9.524863, -3.123365)
H (11.418943, -10.224790, -2.441292)
H (12.712791, -7.203214, -0.716767)
H (13.020384, -5.560251, -0.022335)
H (13.782169, -5.959184, -1.453428)
H (9.019602, -4.607877, -4.246181)
H (9.378364, -4.472018, -2.542069)
H (8.013074, -5.509767, -3.134109)
C (1.446422, -0.901579, 0.083781)
O (0.485589, -0.830532, -0.982378)
P (-0.853945, 0.055281, -0.639640)
O (-1.780319, 0.242624, -1.838866)
O (-1.509351, -0.682186, 0.644917)
C (-2.470613, 0.070902, 1.425967)
O (-0.280838, 1.481854, -0.072430)
C (0.409915, 2.309761, -0.941425)
H (1.026805, -1.115914, 1.066681)
H (2.001996, 0.029002, 0.199785)
H (2.320709, -1.536285, -0.060690)
H (-2.603147, 1.047334, 0.960028)
H (-2.283227, -0.004398, 2.497099)
H (-3.450184, -0.399182, 1.339094)
H (0.929110, 3.021890, -0.300014)
H (-0.174208, 2.937048, -1.614783)
H (1.240209, 1.858560, -1.484707)
C (-10.443865, 8.976756, -1.996593)
O (-9.493163, 8.538556, -2.968507)
P (-7.940118, 8.903642, -2.864294)
O (-7.627382, 10.273001, -2.356843)
O (-7.265653, 7.628301, -2.124238)
C (-5.933904, 7.142184, -2.192798)
O (-7.650185, 8.638739, -4.419081)
C (-7.997583, 7.388633, -5.052862)
H (-10.057229, 9.659856, -1.240293)
H (-10.852166, 8.134442, -1.438128)
H (-11.276147, 9.511505, -2.454242)
H (-5.457895, 7.116015, -1.212574)
H (-5.379867, 7.791534, -2.870661)
H (-5.907488, 6.142698, -2.626885)
H (-8.791919, 7.580621, -5.774166)
H (-8.462135, 6.668856, -4.378911)
H (-7.128918, 6.967946, -5.559350)

Cartesian forces (eV/Å) of the 2 atoms listed first:
C 0.15 -0.68 1.76
O -0.13 1.68 -1.83

The calculation puts the max |F| at 0.075 Eh/bohr. The calculation puts the total energy at -6858.7969 hartree. Its molar mass is 1260.67 g/mol. The value obtained for the gap between HOMO and LUMO is 10.5711 eV. For the HOMO energy, the calculation gives -0.3821 hartree. The LUMO energy is 0.173 eV. As for the SMILES: COP(=O)(OC)OC.COP(=O)(OC)OC.COP(=O)(OC)OC.COP(=O)(OC)OC.COP(=O)(OC)OC.COP(=O)(OC)OC.COP(=O)(OC)OC.COP(=O)(OC)OC.COP(=O)(OC)OC.

Entry 2:
9 unconnected molecules or ions with the total composition C27H81O36P9, computed with ωB97M-V/def2-TZVPD.

CARTESIAN COORDINATES (ANGSTROEM)
C (1.340190, 3.125367, -4.573134)
O (1.255620, 1.784516, -4.052427)
P (0.958014, 0.570312, -5.088757)
O (-0.301547, 0.707668, -5.895420)
O (2.384668, 0.416360, -5.940838)
C (3.604689, 0.436938, -5.192587)
O (0.989489, -0.711452, -4.072358)
C (1.007078, -2.034147, -4.644272)
H (0.341163, 3.553241, -4.656511)
H (1.736991, 3.089296, -5.587706)
H (2.057182, 3.732866, -4.020905)
H (4.220178, -0.379753, -5.569809)
H (3.604988, 0.419910, -4.102725)
H (4.018798, 1.412559, -5.447097)
H (1.973785, -2.520293, -4.512944)
H (0.830252, -2.027149, -5.719814)
H (0.280490, -2.646937, -4.110755)
C (-3.686161, -1.836049, 5.729876)
O (-3.362650, -1.807101, 4.375334)
P (-2.825004, -3.112420, 3.529878)
O (-2.749061, -4.412948, 4.278459)
O (-1.422818, -2.637961, 2.930116)
C (-0.245564, -2.766991, 3.685942)
O (-3.819835, -3.102441, 2.233519)
C (-3.693579, -2.031711, 1.235748)
H (-4.764020, -1.910119, 5.874211)
H (-3.307569, -0.993356, 6.308361)
H (-3.348443, -2.780626, 6.156293)
H (-0.294196, -2.230651, 4.633613)
H (0.522134, -2.158151, 3.208400)
H (0.103428, -3.793115, 3.801615)
H (-4.544618, -1.353530, 1.173276)
H (-3.723010, -2.580400, 0.294378)
H (-2.772953, -1.454744, 1.323253)
C (-4.235325, 6.334317, -4.687322)
O (-3.020620, 5.797550, -4.362062)
P (-3.041186, 4.610800, -3.268189)
O (-3.879493, 4.917815, -2.089080)
O (-3.558588, 3.324586, -4.188953)
C (-2.947316, 3.010270, -5.417604)
O (-1.448281, 4.418325, -3.005800)
C (-0.784025, 4.997300, -1.848448)
H (-4.228551, 6.619268, -5.739397)
H (-4.361582, 7.225120, -4.072005)
H (-5.112077, 5.713023, -4.504579)
H (-3.720610, 3.102716, -6.180218)
H (-2.549368, 1.995527, -5.413598)
H (-2.132129, 3.686699, -5.674544)
H (-0.956529, 4.259364, -1.065013)
H (-1.170887, 5.933007, -1.444843)
H (0.288382, 5.181397, -1.912890)
C (4.934207, -0.305784, -1.297174)
O (3.956085, -1.310014, -1.281337)
P (4.316337, -2.773027, -1.829997)
O (5.492282, -3.399977, -1.218921)
O (3.001399, -3.713859, -1.693224)
C (3.074589, -5.072855, -2.134358)
O (4.533281, -2.568119, -3.393631)
C (5.857077, -2.460848, -3.910448)
H (4.521872, 0.412331, -2.005976)
H (5.935986, -0.519391, -1.669880)
H (4.993771, 0.223678, -0.346265)
H (3.692029, -5.265050, -3.011816)
H (2.034571, -5.363191, -2.283265)
H (3.513186, -5.570916, -1.269685)
H (6.608212, -2.307558, -3.135592)
H (5.853346, -1.740335, -4.728343)
H (6.025168, -3.425423, -4.389433)
C (-2.696007, 4.218107, 4.487697)
O (-3.918998, 4.915610, 4.069348)
P (-4.260543, 6.350170, 4.837871)
O (-3.314748, 7.497688, 4.620212)
O (-4.489560, 5.890680, 6.403898)
C (-4.979338, 6.823422, 7.348893)
O (-5.803583, 6.675098, 4.373501)
C (-6.839822, 5.664484, 4.479925)
H (-2.912185, 3.362136, 5.126981)
H (-2.053255, 4.888691, 5.058042)
H (-2.209371, 3.747620, 3.633347)
H (-4.454256, 6.742138, 8.300617)
H (-6.052659, 6.773979, 7.532344)
H (-4.815032, 7.843729, 7.002365)
H (-6.608549, 4.881510, 3.757736)
H (-7.817943, 6.105608, 4.288152)
H (-6.715423, 5.051070, 5.372300)
C (-5.485848, -1.439686, -5.389047)
O (-5.084429, -2.669398, -4.789396)
P (-3.563523, -3.312679, -4.971295)
O (-3.475073, -4.792846, -4.657128)
O (-3.113955, -2.897155, -6.467449)
C (-2.053102, -3.532351, -7.154716)
O (-2.634373, -2.352913, -4.007273)
C (-2.405501, -2.872121, -2.665184)
H (-5.954719, -1.647019, -6.350968)
H (-4.648629, -0.748477, -5.485978)
H (-6.163082, -0.809496, -4.812585)
H (-1.164325, -2.910281, -7.048835)
H (-2.394559, -3.616726, -8.186404)
H (-1.742220, -4.495938, -6.751026)
H (-1.865949, -2.157818, -2.043286)
H (-1.786730, -3.766442, -2.591601)
H (-3.340276, -3.169477, -2.189922)
C (4.334112, 2.716366, 6.002271)
O (4.485948, 1.892803, 4.833703)
P (3.296005, 0.870829, 4.397680)
O (3.680329, 0.023208, 3.236031)
O (2.975542, 0.087913, 5.816192)
C (3.923423, -0.864628, 6.364944)
O (2.038285, 1.831522, 4.231510)
C (1.972297, 2.811430, 3.293271)
H (4.332099, 3.711498, 5.557530)
H (5.164237, 2.556049, 6.690222)
H (3.442632, 2.594455, 6.617487)
H (4.526161, -1.348872, 5.596627)
H (3.437196, -1.657284, 6.933606)
H (4.663390, -0.412399, 7.025261)
H (2.928209, 3.017252, 2.811642)
H (1.683096, 3.779475, 3.702362)
H (1.208549, 2.513442, 2.574958)
C (-1.649995, 0.752048, -2.870509)
O (-1.943629, 1.045513, -1.519088)
P (-0.849992, 1.005222, -0.350173)
O (0.155748, 2.103763, -0.394065)
O (-1.769379, 0.893041, 0.987576)
C (-1.092577, 0.756703, 2.220298)
O (-0.219159, -0.495127, -0.416159)
C (0.918896, -0.737289, -1.223382)
H (-0.998470, -0.105435, -3.038841)
H (-1.288967, 1.625834, -3.412957)
H (-2.603646, 0.470910, -3.317282)
H (-0.028046, 0.545037, 2.120038)
H (-1.533836, -0.080848, 2.760576)
H (-1.191888, 1.734174, 2.692322)
H (1.671482, -0.976065, -0.471918)
H (1.333313, 0.113362, -1.764437)
H (0.693002, -1.520752, -1.946746)
C (2.977508, -2.758159, 1.652120)
O (3.231097, -4.163923, 1.598457)
P (3.485529, -4.958346, 3.030237)
O (2.544974, -4.703002, 4.110698)
O (3.606616, -6.597831, 2.666195)
C (4.127214, -7.423146, 3.695647)
O (5.085536, -4.625821, 3.375917)
C (6.039713, -4.996527, 2.378638)
H (3.766268, -2.047189, 1.406188)
H (2.648015, -2.489060, 2.655677)
H (2.088703, -2.507318, 1.073156)
H (3.813995, -7.161189, 4.706277)
H (5.207642, -7.304354, 3.777326)
H (3.868173, -8.463055, 3.496683)
H (5.540489, -5.037728, 1.410560)
H (6.434968, -5.969648, 2.670030)
H (6.803440, -4.221502, 2.314180)

Cartesian forces (eV/Å) of the 2 atoms listed first:
C -0.05 -0.20 -1.15
O 0.02 -1.24 -0.37

The calculation puts the max |F| at 0.074 Eh/bohr. The calculation puts the total energy at -6858.8562 hartree. Its molar mass is 1260.67 g/mol. The value obtained for the gap between HOMO and LUMO is 10.7321 eV. For the HOMO energy, the calculation gives -0.3839 hartree. The LUMO energy is 0.285 eV. As for the SMILES: COP(=O)(OC)OC.COP(=O)(OC)OC.COP(=O)(OC)OC.COP(=O)(OC)OC.COP(=O)(OC)OC.COP(=O)(OC)OC.COP(=O)(OC)OC.COP(=O)(OC)OC.COP(=O)(OC)OC.

Q: The highest max |F| belongs to which entry?
A: number 1